Here is a 8-piece molecular cluster, C42H76FN4O15S8 overall at a distorted geometry from OMol25. Energies are from ωB97M-V with the def2-TZVPD basis set.

Results
E = -170850.0979 eV
frontier orbital gap = 7.63 eV
charge = +1
LUMO energy = -3.51 eV
HOMO = -11.1 eV
2S+1 = 1

Element x y z (Å)
C -2.3786 -3.9297 1.8777
C -3.3128 -3.0104 1.1799
C -3.5095 -1.7010 1.5968
C -4.3871 -0.9051 0.8497
C -4.6000 0.5474 1.2261
C -4.0235 1.4319 0.1023
C -2.5116 1.6211 0.1750
C -1.7294 0.3649 -0.2033
S -0.2144 0.7700 -1.1099
C 0.5210 -0.8045 -1.1716
N 0.1009 -1.8719 -1.7717
N 1.0459 -2.8523 -1.5248
C 1.9585 -2.3002 -0.8002
O 1.7049 -1.0027 -0.5415
N -5.0543 -1.3136 -0.2109
N -4.8458 -2.5620 -0.5979
C -5.5496 -3.0213 -1.8041
C -6.4512 -1.9634 -2.4123
C -5.7317 -0.8049 -3.0934
F -6.1751 -0.6264 -4.3828
C -4.0408 -3.3810 0.0511
H -1.4254 -3.4092 1.9559
H -2.1994 -4.8579 1.3421
H -2.6826 -4.1203 2.9033
H -2.9713 -1.3098 2.4468
H -5.6781 0.6939 1.2492
H -4.1211 0.7624 2.1748
H -4.3391 1.0511 -0.8682
H -4.4699 2.4237 0.1767
H -2.2347 1.9815 1.1637
H -2.2562 2.4269 -0.5118
H -2.3321 -0.2921 -0.8286
H -1.4451 -0.1787 0.6970
H 2.8515 -2.7757 -0.4408
H -6.1511 -3.9020 -1.5854
H -4.8145 -3.3298 -2.5472
H -7.0421 -2.4671 -3.1777
H -7.1726 -1.6396 -1.6684
H -4.6462 -0.9210 -3.0489
H -5.9441 0.1134 -2.5449
H -3.9483 -4.3847 -0.3387
C 4.3897 -1.7957 -5.5457
C 4.1568 -1.4203 -4.0789
C 5.0193 -2.3595 -3.2247
S 6.4270 -2.8192 -4.2464
O 6.3602 -4.2329 -4.5144
O 7.6227 -2.2168 -3.7170
C 5.8992 -1.9294 -5.7062
H 3.9832 -1.0458 -6.2196
H 3.9043 -2.7500 -5.7651
H 4.4646 -0.3854 -3.9175
H 3.1041 -1.4965 -3.8053
H 5.3854 -1.8747 -2.3226
H 4.4859 -3.2734 -2.9672
H 6.1980 -2.4857 -6.5924
H 6.3831 -0.9532 -5.6915
C -11.6221 -5.0541 -2.4342
C -10.5786 -5.5108 -3.4635
C -9.3040 -4.6923 -3.2177
S -9.3208 -4.2633 -1.4708
O -9.4417 -2.8317 -1.3449
O -8.2606 -4.9748 -0.7910
C -10.8967 -5.0133 -1.0920
H -12.4780 -5.7252 -2.4011
H -11.9852 -4.0571 -2.6915
H -10.3678 -6.5722 -3.3220
H -10.9338 -5.3815 -4.4840
H -8.4015 -5.2596 -3.4333
H -9.3042 -3.7633 -3.7856
H -11.4050 -4.4204 -0.3355
H -10.7010 -6.0164 -0.7140
C 0.1281 6.8404 -2.0446
C -0.5768 6.2875 -3.2905
C -1.2335 4.9591 -2.8934
S -1.5955 5.0872 -1.1372
O -0.7856 4.1264 -0.4274
O -3.0222 5.1508 -0.9367
C -0.8757 6.7075 -0.9032
H 0.4394 7.8745 -2.1806
H 1.0183 6.2458 -1.8284
H -1.3418 6.9931 -3.6195
H 0.1161 6.1475 -4.1181
H -2.1620 4.7802 -3.4296
H -0.5576 4.1165 -3.0300
H -0.4251 6.7624 0.0849
H -1.6785 7.4388 -0.9918
C 2.0899 -5.6775 4.4181
C 2.0586 -4.9779 5.7837
C 1.2529 -3.6832 5.6227
S 0.0920 -3.9914 4.2939
O 0.4115 -3.1236 3.1765
O -1.2567 -4.0574 4.8150
C 0.6544 -5.6455 3.9035
H 2.4615 -6.6981 4.4921
H 2.7432 -5.1299 3.7354
H 1.5729 -5.6290 6.5132
H 3.0596 -4.7631 6.1521
H 0.6999 -3.4260 6.5205
H 1.8814 -2.8558 5.3286
H 0.5686 -5.8177 2.8322
H 0.0206 -6.3444 4.4486
C 2.5052 2.2063 7.2173
C 3.9595 1.8246 6.9069
C 4.2262 0.4721 7.5796
S 2.6443 -0.3723 7.6617
O 2.2660 -0.5348 9.0409
O 2.6449 -1.5080 6.7607
C 1.6753 0.9526 6.9496
H 2.1659 3.0431 6.6080
H 2.4152 2.4981 8.2648
H 4.0893 1.7298 5.8252
H 4.6626 2.5852 7.2573
H 4.9215 -0.1423 7.0132
H 4.5845 0.5923 8.6001
H 0.6920 0.9680 7.4146
H 1.5833 0.7565 5.8810
C 6.5041 2.2456 -9.4055
C 6.0503 0.9400 -10.0727
C 5.2731 0.1346 -9.0231
S 4.5610 1.3418 -7.8956
O 5.1632 1.1702 -6.5945
O 3.1301 1.3688 -8.0581
C 5.2814 2.7848 -8.6689
H 6.8777 2.9636 -10.1332
H 7.3061 2.0387 -8.6939
H 5.3983 1.1700 -10.9172
H 6.8933 0.3686 -10.4570
H 4.4691 -0.4500 -9.4628
H 5.9296 -0.5122 -8.4436
H 5.5202 3.5216 -7.9057
H 4.5441 3.1867 -9.3630
C 6.0105 7.6067 6.8715
C 4.7331 7.6050 6.0207
C 4.1685 6.1784 6.0456
S 4.6995 5.4595 7.6063
O 5.6000 4.3638 7.3276
O 3.5613 5.2743 8.4691
C 5.6570 6.8652 8.1569
H 6.3575 8.6172 7.0792
H 6.8075 7.0784 6.3442
H 4.0068 8.2962 6.4520
H 4.9275 7.9301 5.0000
H 3.0822 6.1613 6.0054
H 4.5789 5.5669 5.2439
H 6.5232 6.5154 8.7135
H 5.0148 7.4658 8.8002

Atomic forces in eV per Å
C 0.2779 0.2094 -0.2696
C -0.3379 0.6523 0.2688
C -0.1875 -0.9391 -0.7882
C 0.1170 0.9128 1.0612
C -0.0467 -0.5727 -1.3349
C -0.0092 0.5667 0.5424
C -0.1725 0.0567 -0.6750
C -0.0881 -0.3177 0.4000
S 0.1689 0.4683 0.0160
C -0.2710 -0.2524 -0.2512
N 0.0269 0.3364 0.1914
N 0.2094 -0.0973 0.2858
C -0.4265 -0.2048 -0.5172
O 0.2011 -0.1239 0.1763
N 0.1446 -0.5719 -0.3299
N 0.1635 0.4110 0.7054
C -0.5822 -0.0472 -1.0513
C -0.0685 -0.2033 -0.1021
C -0.1328 0.5233 1.1965
F 0.1540 -0.2146 -0.2524
C 0.3377 -0.7792 -0.0501
H 0.1365 -0.0600 0.0432
H -0.2057 -0.0939 -0.0269
H -0.1543 -0.0914 0.0385
H -0.0558 0.1176 0.0973
H -0.0433 0.1537 0.3772
H -0.1585 0.0800 0.1908
H 0.0773 -0.1469 -0.0787
H -0.0622 0.0439 0.1014
H 0.1446 0.0049 0.0572
H 0.0001 -0.0872 0.0762
H 0.0203 -0.0408 -0.1012
H 0.0786 -0.1582 -0.0534
H 0.1417 0.1762 0.1532
H 0.0672 -0.0174 0.5303
H 0.3296 0.0703 0.1731
H 0.0433 -0.0939 -0.0794
H -0.0473 0.1716 -0.0062
H 0.0817 -0.1744 -0.5011
H -0.0570 0.1144 -0.1002
H -0.1042 -0.0073 -0.1755
C -0.0766 -0.1560 0.0265
C 0.0322 0.0532 0.0092
C -0.3642 0.2024 0.1239
S -0.0546 0.2066 -0.0756
O 0.0893 -0.0395 0.0579
O 0.0773 -0.1615 0.0203
C -0.1717 0.1338 -0.1849
H -0.0055 0.0121 0.0289
H 0.0305 -0.0134 -0.0080
H 0.0286 -0.0009 -0.0455
H 0.0003 -0.0233 0.0025
H 0.1297 -0.0962 0.0034
H 0.0906 -0.0735 -0.0661
H 0.0994 -0.0993 0.0935
H -0.0002 0.0048 0.0351
C 0.1013 0.0682 -0.0879
C -0.0416 -0.0248 0.0684
C -0.1176 -0.1503 -0.2679
S -0.2629 -0.2713 -0.1066
O 0.2048 0.0233 0.1002
O 0.2004 0.2702 0.0268
C -0.2664 -0.1047 -0.0571
H -0.0049 0.0010 0.0122
H -0.0216 0.0009 0.0334
H 0.0112 0.0036 0.0154
H 0.0136 0.0060 -0.0060
H 0.0633 0.0709 0.0793
H -0.0064 0.0587 0.0936
H 0.1243 0.0561 0.0418
H 0.0605 0.0141 0.0188
C -0.0093 -0.1121 -0.0538
C -0.0076 0.0500 0.0600
C 0.0961 0.0916 -0.3050
S 0.1043 0.5186 -0.2644
O -0.0502 -0.0621 0.0884
O 0.0187 -0.2983 0.1775
C 0.1763 0.2226 -0.0743
H 0.0010 0.0036 0.0087
H 0.0032 0.0169 0.0320
H -0.0108 -0.0035 0.0165
H -0.0076 -0.0157 -0.0072
H -0.0439 -0.0878 0.0974
H -0.0149 -0.0304 0.1087
H -0.0918 -0.1048 0.0477
H -0.0440 -0.0381 0.0170
C 0.0337 0.1099 0.0686
C -0.0507 -0.0900 -0.0227
C 0.0353 -0.4057 0.0012
S 0.4034 -0.3354 0.5237
O -0.2498 0.0773 -0.0055
O -0.0842 0.2457 -0.2922
C 0.1884 -0.1832 -0.1105
H -0.0017 -0.0035 -0.0127
H -0.0137 -0.0186 -0.0284
H -0.0047 0.0000 -0.0064
H -0.0123 0.0427 0.0145
H -0.0697 0.1376 -0.0631
H -0.0411 0.1150 -0.1184
H -0.0909 0.0883 -0.0026
H -0.0445 0.0469 0.0160
C 0.1115 -0.1038 0.0518
C 0.0217 0.0237 0.0685
C 0.2038 0.2156 -0.1367
S 0.1253 0.2006 -0.1653
O -0.0538 -0.1993 -0.0145
O 0.0671 0.1727 0.3386
C -0.0731 0.2950 -0.0818
H -0.0160 0.0109 0.0233
H -0.0301 0.0429 -0.0085
H -0.0202 -0.0292 0.0101
H -0.2453 -0.3802 -0.1259
H -0.0412 -0.1172 0.0727
H -0.0896 -0.0616 0.0426
H 0.0206 -0.1407 0.0452
H 0.0183 -0.0594 0.0096
C -0.0081 -0.1192 0.0316
C -0.0112 0.0724 0.0146
C 0.1742 -0.0994 -0.2733
S 0.0958 0.1519 -0.3699
O -0.1505 -0.0017 0.0976
O -0.0375 -0.0669 0.2868
C 0.2422 0.1297 -0.1460
H 0.0030 0.0070 0.0042
H -0.0014 0.0354 0.0124
H -0.0153 0.0054 0.0124
H -0.0057 -0.0141 0.0011
H -0.0688 -0.0092 0.1294
H -0.0288 0.0467 0.0879
H -0.0956 -0.0567 0.0857
H -0.0519 -0.0276 0.0320
C -0.0532 -0.0766 -0.0861
C 0.0231 0.0106 0.0632
C -0.0274 0.2438 -0.2437
S 0.0559 0.3246 0.0285
O 0.0186 0.2620 0.0893
O 0.0129 -0.2572 -0.0093
C 0.1885 0.2290 -0.0541
H 0.0070 0.0001 0.0070
H 0.0221 0.0025 0.0307
H -0.0006 -0.0115 0.0186
H -0.0092 -0.0073 -0.0064
H -0.0030 -0.1199 0.0661
H 0.0425 -0.0725 0.0778
H -0.0674 -0.1208 0.0314
H -0.0402 -0.0524 0.0171